1.
{
  "formula": "C6H40N8O15",
  "method": "ωB97M-V with the def2-TZVPD basis set",
  "species": ["C", "O", "N", "N", "H", "H", "H", "H", "C", "O", "N", "N", "H", "H", "H", "H", "C", "O", "N", "N", "H", "H", "H", "H", "C", "O", "N", "N", "H", "H", "H", "H", "C", "C", "O", "O", "H", "H", "H", "H", "H", "H", "O", "H", "H", "O", "H", "H", "O", "H", "H", "O", "H", "H", "O", "H", "H", "O", "H", "H", "O", "H", "H", "O", "H", "H", "O", "H", "H"],
  "positions_angstrom": [[-22.689005, 2.142850, 21.708532], [-23.382357, 1.941589, 22.716557], [-22.940319, 3.136176, 20.904168], [-21.690820, 1.460272, 21.221731], [-22.485881, 3.302369, 20.017620], [-23.699013, 3.786877, 21.049295], [-21.092225, 1.006007, 21.896577], [-21.260653, 1.695761, 20.338778], [-25.819825, 3.557544, 27.381935], [-25.675861, 4.423431, 26.523077], [-26.592296, 3.598604, 28.332136], [-25.210174, 2.362235, 27.285501], [-26.635659, 2.693717, 28.778671], [-27.301662, 4.301694, 28.181923], [-25.533639, 1.630817, 27.902350], [-24.624891, 2.275900, 26.466912], [-19.686967, 2.661374, 26.181602], [-19.201151, 1.633930, 25.618081], [-20.799436, 3.230686, 25.906656], [-19.066618, 3.450078, 27.015971], [-21.419654, 2.774151, 25.253182], [-21.231931, 3.969444, 26.442622], [-19.567594, 4.317689, 27.143861], [-18.179199, 3.118127, 27.365818], [-23.987644, 2.556133, 16.260967], [-23.142039, 3.280441, 16.823456], [-25.204169, 2.298153, 16.672066], [-23.635827, 1.902343, 15.180963], [-25.516232, 2.746642, 17.521525], [-25.726655, 1.480770, 16.390997], [-22.695736, 2.052025, 14.843447], [-24.294079, 1.418593, 14.586996], [-19.055860, 0.025206, 16.281929], [-18.659008, 0.231642, 14.784711], [-19.802409, 0.336652, 14.055911], [-19.256702, 1.370847, 16.891361], [-18.283589, -0.181115, 17.022945], [-19.799780, -0.768674, 16.215154], [-17.975724, -0.564153, 14.488190], [-18.164208, 1.196549, 14.674144], [-19.520786, 0.307120, 13.138625], [-20.004881, 1.768713, 16.440225], [-24.253800, 7.666108, 24.177956], [-24.628507, 7.190390, 24.919249], [-24.730048, 7.336558, 23.415852], [-19.601198, -3.309161, 21.288884], [-20.341318, -3.505288, 20.714443], [-18.843302, -3.286771, 20.704645], [-24.109492, -1.908858, 19.185282], [-24.346118, -0.983273, 19.126004], [-23.932154, -2.169589, 18.281504], [-27.311348, 1.718240, 24.326937], [-26.496918, 1.958416, 23.885062], [-27.178435, 1.984719, 25.236632], [-26.367383, 5.414977, 19.278867], [-27.266197, 5.195467, 19.524125], [-26.210169, 6.268603, 19.682412], [-20.594061, -2.423409, 24.710674], [-20.420894, -1.482728, 24.747613], [-20.531107, -2.642704, 23.781070], [-16.812591, 2.203075, 22.556858], [-16.214055, 2.501501, 23.241640], [-17.434925, 1.636143, 23.012410], [-24.972931, -1.967968, 23.776990], [-24.848930, -1.092296, 23.410869], [-25.805280, -1.916011, 24.246806], [-21.308416, 6.766595, 16.544502], [-20.353472, 6.719402, 16.590218], [-21.601701, 5.873218, 16.723651]],
  "atomic_forces_ev_per_a": [[-2.52, 0.56, 1.67], [1.06, -0.40, -0.01], [-1.91, 4.17, -2.61], [3.37, -3.32, 0.21], [0.16, -0.26, 0.28], [-0.05, -0.50, 0.34], [-0.15, -0.35, -0.28], [-0.06, 0.09, 0.40], [4.68, -0.10, -7.07], [0.24, 0.61, -0.12], [-5.19, 0.93, 6.25], [1.34, -0.84, -0.62], [-1.40, 0.91, 0.84], [-0.45, -0.37, 1.05], [0.81, -0.38, -0.78], [0.00, -0.74, 0.39], [3.34, -3.55, -2.13], [-1.18, 1.74, 1.36], [-6.16, 0.55, -2.68], [2.45, 0.57, 2.24], [0.04, 0.08, -0.02], [0.22, -0.34, -0.08], [1.41, 0.03, 0.86], [-0.16, 0.85, 0.25], [3.11, 1.44, 1.24], [-1.19, -0.18, 0.07], [-3.05, 0.03, 1.84], [0.98, -1.61, -2.93], [0.11, 0.00, -0.14], [0.28, 0.28, -0.10], [-0.30, -0.07, -0.01], [0.24, 0.18, 0.13], [1.74, 2.27, -0.26], [1.95, 0.49, 2.73], [-1.95, -0.60, -1.47], [-1.47, -1.42, -0.80], [0.50, -1.32, -0.95], [-0.83, 0.54, 0.86], [-0.08, -0.28, -0.28], [0.74, -0.07, 0.44], [-0.44, 0.10, -0.23], [-0.26, 0.34, 0.02], [0.19, 0.24, -0.04], [-0.11, -0.22, 0.26], [-0.09, -0.09, -0.16], [-0.03, 0.06, 0.24], [-0.28, -0.04, -0.10], [0.24, 0.03, -0.07], [0.01, -0.16, 0.11], [-0.03, 0.27, 0.10], [0.05, -0.11, -0.22], [-0.29, -0.24, -0.08], [0.32, 0.12, -0.16], [0.09, 0.15, 0.21], [0.16, -0.23, -0.11], [-0.25, -0.07, 0.07], [0.10, 0.25, 0.04], [-0.05, -0.14, 0.22], [0.07, 0.29, 0.09], [0.06, -0.14, -0.33], [0.07, 0.06, -0.34], [0.11, 0.07, 0.17], [-0.24, -0.13, 0.25], [0.09, -0.24, 0.02], [0.13, 0.29, -0.13], [-0.21, 0.01, 0.10], [-0.07, 0.24, -0.05], [0.23, 0.03, 0.01], [-0.23, -0.35, 0.04]],
  "energy_ev": -49504.165,
  "spin_multiplicity": 1,
  "homo_energy_ev": -9.7,
  "lumo_ha": 0.0010,
  "orbital_gap_ev": 9.8
}



2.
{
  "formula": "C6H41F6N2O15P",
  "method": "ωB97M-V with the def2-TZVPD basis set",
  "species": ["C", "C", "N", "C", "C", "N", "C", "C", "H", "H", "H", "H", "H", "H", "H", "H", "H", "H", "H", "P", "F", "F", "F", "F", "F", "F", "O", "H", "H", "O", "H", "H", "O", "H", "H", "O", "H", "H", "O", "H", "H", "O", "H", "H", "O", "H", "H", "O", "H", "H", "O", "H", "H", "O", "H", "H", "O", "H", "H", "O", "H", "H", "O", "H", "H", "O", "H", "H", "O", "H", "H"],
  "positions_angstrom": [[0.276780, -2.701140, -0.712444], [-0.634218, -2.051664, 0.370204], [-0.334882, -0.647973, 0.460676], [0.871669, -0.136620, 0.927238], [0.744740, 1.249679, 0.947284], [-0.374093, 1.575065, 0.391730], [-1.095693, 0.435958, 0.084394], [-0.884630, 2.910529, 0.177617], [0.095201, -3.764720, -0.867107], [1.327143, -2.655158, -0.424851], [0.269288, -2.164885, -1.661378], [-0.374291, -2.542998, 1.307825], [-1.704259, -2.243418, 0.290572], [1.619213, -0.771793, 1.379050], [1.417945, 1.995518, 1.343429], [-2.001001, 0.467940, -0.503654], [-0.293421, 3.648952, 0.719197], [-1.895571, 3.040160, 0.563990], [-0.879883, 3.128607, -0.890340], [3.408408, 4.280815, 1.507618], [2.726996, 5.306865, 2.564654], [3.150724, 3.018181, 2.478726], [1.926903, 4.207514, 0.765480], [3.925635, 3.335740, 0.304427], [3.657432, 5.535623, 0.545011], [4.910009, 4.416658, 2.163022], [1.140056, -2.159371, -4.287196], [1.912346, -2.696072, -4.465314], [0.429948, -2.791013, -4.173142], [-2.729373, -4.486996, 1.573927], [-3.334933, -4.632148, 0.846975], [-3.137417, -3.792600, 2.091177], [-0.197380, 5.836909, 2.116449], [0.403635, 6.430361, 2.566831], [-0.128811, 6.080890, 1.193410], [2.318571, -4.047668, 1.849409], [1.436898, -4.418475, 1.886562], [2.301462, -3.324635, 2.476437], [-2.273937, -0.078979, -3.476124], [-1.349538, -0.001099, -3.240219], [-2.272341, -0.158079, -4.430049], [2.182791, 4.037520, -2.115735], [1.491442, 4.475518, -2.612151], [1.920846, 4.136948, -1.200469], [-4.614200, 2.020295, 0.674757], [-4.276556, 2.051768, 1.569873], [-4.897398, 1.113585, 0.556834], [-1.086665, -3.896436, -3.309858], [-1.233177, -4.764479, -2.934006], [-1.693071, -3.325300, -2.838374], [-0.019656, -5.382857, 1.842997], [0.305245, -6.236658, 1.557172], [-0.812472, -5.242226, 1.325412], [-0.623946, 3.751842, 3.740024], [-0.488618, 4.465532, 3.116687], [-0.013084, 3.937123, 4.453297], [-3.384179, -2.521930, -2.187452], [-3.791056, -2.438575, -1.325058], [-3.093598, -1.635586, -2.402386], [-3.431854, 2.287551, -1.785044], [-3.963488, 2.225103, -0.991506], [-3.783728, 1.610946, -2.363506], [3.882232, -3.829876, -0.428086], [3.926487, -2.896688, -0.636509], [3.111263, -3.914186, 0.132920], [0.602332, 0.116259, -2.837475], [0.866588, 0.735576, -3.517801], [0.847314, -0.741219, -3.185238], [2.671319, -1.947589, 3.526698], [1.808768, -1.664835, 3.830461], [3.214789, -1.161583, 3.582019]],
  "atomic_forces_ev_per_a": [[0.05, 0.37, 0.15], [0.95, -1.40, -0.60], [-0.07, 2.99, -0.49], [-0.86, 0.83, 0.83], [3.59, -1.98, 1.27], [-4.19, -1.17, -1.35], [1.50, -0.19, 0.43], [-0.27, 1.01, -0.11], [-0.39, 0.15, 0.01], [-0.05, 0.14, 0.45], [-0.54, -0.17, 0.03], [0.09, 0.28, 0.31], [-0.08, 0.34, -0.53], [-0.05, 0.05, -0.21], [0.08, -0.14, -0.12], [0.00, -0.22, 0.21], [0.36, -0.40, -0.12], [-0.05, -0.47, -0.16], [-0.05, 0.01, 0.10], [0.89, 0.95, -0.97], [0.37, -0.47, 0.65], [-0.65, 0.15, -0.40], [-0.80, -0.92, 0.59], [0.39, -0.58, 0.71], [0.82, 0.84, -0.08], [-1.10, 0.11, -0.43], [0.23, 0.33, -0.23], [0.27, -0.04, 0.05], [-0.66, -0.55, 0.26], [0.68, -0.54, -0.04], [-0.43, 0.06, -0.43], [-0.23, 0.51, 0.27], [-0.50, 0.41, -0.08], [0.42, 0.02, 0.12], [0.14, -0.10, -0.26], [0.30, -0.10, -0.40], [-0.64, -0.42, -0.10], [0.49, 0.37, 0.20], [-0.75, -0.14, 0.06], [0.92, 0.19, 0.34], [-0.09, -0.10, -0.24], [-0.06, -0.16, -0.57], [-0.12, 0.12, -0.15], [0.22, 0.01, 0.64], [-0.19, 0.39, -0.09], [0.20, 0.03, 0.32], [-0.17, -0.63, 0.02], [0.68, -0.15, -0.66], [-0.03, -0.17, 0.04], [-0.77, 0.33, 0.38], [0.25, -0.22, 0.10], [0.20, -0.28, 0.01], [-0.77, 0.37, 0.05], [-0.35, -0.74, 0.50], [0.12, 0.40, -0.47], [0.19, -0.07, 0.11], [0.32, -0.58, -0.50], [-0.32, -0.05, 0.80], [0.12, 0.74, -0.37], [0.40, 0.12, -0.46], [-0.19, 0.20, 0.62], [0.13, -0.25, -0.34], [0.48, -0.07, -0.76], [0.07, 0.20, -0.06], [-0.31, -0.11, 0.82], [-0.70, 0.56, 0.49], [0.22, 0.28, -0.07], [0.40, -0.67, -0.41], [-0.07, 0.05, 0.15], [-0.32, 0.13, 0.21], [0.29, 0.21, -0.06]],
  "energy_ev": -66181.701,
  "spin_multiplicity": 2,
  "homo_energy_ev": [-1.0, -7.5],
  "s_squared": 0.7507,
  "lumo_ha": [0.0754, 0.0714],
  "orbital_gap_ev": [3.1, 9.4],
  "total_charge": -1
}



3.
{
  "formula": "C6H42O15",
  "method": "ωB97M-V with the def2-TZVPD basis set",
  "species": ["C", "O", "C", "C", "C", "C", "C", "H", "H", "H", "H", "H", "H", "H", "H", "H", "H", "H", "H", "H", "H", "H", "H", "O", "H", "H", "O", "H", "H", "O", "H", "H", "O", "H", "H", "O", "H", "H", "O", "H", "H", "O", "H", "H", "O", "H", "H", "O", "H", "H", "O", "H", "H", "O", "H", "H", "O", "H", "H", "O", "H", "H", "O"],
  "positions_angstrom": [[-0.854136, 1.506512, 0.751051], [0.200582, 1.182054, -0.114062], [-1.849971, 0.410515, 0.802365], [-3.120360, 0.699331, 0.079883], [-4.101034, -0.451431, 0.293687], [-3.009187, 0.964498, -1.387008], [-2.975111, 2.338631, -1.940594], [-1.253565, 2.495218, 0.594724], [-0.470331, 1.529764, 1.879124], [0.949845, 0.819432, 0.338999], [-1.340962, -0.442474, 0.369786], [-1.961267, -0.042705, 1.801951], [-3.498248, 1.569483, 0.714319], [-3.410772, -1.434950, 0.471508], [-4.640809, -0.502410, -0.612555], [-4.545911, -0.330294, 1.195227], [-3.812725, 0.563303, -2.003169], [-2.172413, 0.322973, -1.901152], [-2.947694, 2.546342, -3.037324], [-2.298764, 3.024720, -1.430461], [-4.157864, 2.689975, -1.852539], [0.524975, 3.484407, -1.121941], [1.357524, 2.524921, -0.410965], [1.211933, 3.475555, -0.437852], [1.945958, 3.772594, 1.331575], [3.135606, 4.067160, 2.184001], [2.543934, 3.415467, 1.922063], [1.407426, -1.330384, 4.824775], [1.667043, -2.277801, 3.639904], [1.973631, -1.427724, 4.102241], [3.307404, 1.077019, -0.509671], [4.596697, 1.581018, -0.882459], [3.722972, 1.641403, -1.184053], [3.348184, -2.589078, -0.786061], [2.388378, -2.568543, -1.776044], [3.161947, -2.120106, -1.512297], [1.788155, -4.205870, 0.239117], [2.628148, -3.637846, 1.402775], [2.663060, -4.140037, 0.554657], [0.194852, -1.014647, -3.099518], [0.110376, -2.594543, -3.538673], [-0.261010, -1.857855, -2.957323], [0.244400, -2.681604, -0.117107], [0.143420, -3.001659, -1.673930], [0.531348, -3.211343, -0.810049], [-2.590291, -3.582353, 1.045581], [-2.000596, -2.356506, 0.450355], [-1.756125, -3.037523, 1.103993], [0.869743, 5.332461, -0.140144], [0.020326, 4.555043, 1.024030], [0.252774, 5.420056, 0.633088], [-3.683266, -0.874216, -3.430954], [-2.470298, -1.657783, -2.877537], [-3.333379, -1.754561, -3.221277], [4.988475, -1.272923, -0.682917], [4.196915, -0.329922, 0.277397], [4.722111, -0.959119, 0.110168], [2.808821, 1.492457, 1.432784], [2.435935, -0.023902, 1.901010], [2.836123, 0.572387, 1.162896], [-0.283758, -3.159122, 2.117602], [-0.422102, -1.793309, 2.411090], [0.342929, -2.410157, 2.285908]],
  "atomic_forces_ev_per_a": [[1.97, -0.37, 4.23], [-0.65, 0.17, -1.32], [0.39, -1.49, -0.23], [-1.34, 0.64, 1.89], [4.47, -2.13, -1.13], [2.03, -1.79, -3.48], [-3.49, 2.88, -0.26], [-0.15, 0.28, -0.59], [-0.22, 0.46, -2.17], [0.73, -0.66, 0.74], [0.22, -0.27, -0.90], [-0.74, 0.93, 0.11], [-0.10, -0.45, -1.47], [-2.08, 2.04, -0.85], [-1.35, -0.77, -0.23], [-2.16, 0.21, 2.40], [-0.65, -0.49, 0.85], [-0.69, 1.08, 1.47], [0.81, -1.03, 0.65], [-0.26, 0.21, -0.05], [2.96, -0.09, 0.55], [0.12, 0.32, 0.20], [0.35, -0.11, -0.04], [0.08, -0.31, -1.15], [-1.84, 1.46, -2.15], [1.56, 1.80, 0.64], [0.41, -3.47, 1.57], [-1.35, 0.22, 1.81], [0.39, 2.02, 0.92], [1.19, -1.77, -2.55], [-0.32, 0.15, -0.65], [2.34, 0.16, 0.27], [-1.98, -0.14, -0.13], [1.49, -2.66, 4.82], [-1.57, -0.60, -0.76], [-0.23, 3.10, -4.37], [-1.72, 0.08, -0.68], [-0.05, -0.59, -1.09], [2.12, 0.44, 1.89], [0.28, -0.56, -0.19], [-0.54, 2.07, 0.66], [0.08, -1.36, -1.11], [-1.01, 1.78, 1.55], [-0.23, 0.66, 1.02], [1.10, -2.54, -2.05], [1.35, 0.41, 0.37], [0.61, -0.15, 0.24], [-2.70, -0.79, -0.85], [-1.07, -0.47, 1.61], [0.64, 0.71, -0.99], [-0.08, 0.97, -0.02], [0.43, -0.49, 0.14], [1.63, 0.38, 0.40], [-2.01, -0.12, -0.72], [0.32, -0.46, -3.93], [-6.23, 7.10, 0.83], [6.65, -6.86, 3.53], [0.03, 0.74, 0.82], [1.21, 1.63, -1.56], [-1.71, -2.00, 1.51], [1.26, 0.15, -0.11], [1.41, 0.06, 0.12], [-2.12, -0.32, -0.04]],
  "energy_ev": -37611.710,
  "spin_multiplicity": 1,
  "homo_energy_ev": -10.3,
  "lumo_ha": -0.0050,
  "orbital_gap_ev": 10.2
}